Record 1
Computed, not measured: a molecular structure, C22H60N7O10V in a non-equilibrium geometry, with the ωB97M-V functional and the def2-TZVPD basis.

Atoms and positions in Å:
V 0.57 -2.13 -1.64
C -1.01 -0.17 0.69
O -0.38 -1.03 -0.21
H -0.41 0.72 0.89
H -2.03 0.07 0.38
H -1.12 -0.70 1.66
C 2.75 0.67 0.99
O 3.94 0.81 0.24
C 5.01 0.05 0.78
C 6.31 0.31 0.03
N 7.00 1.48 0.52
C 8.06 1.99 -0.31
C 8.45 3.38 0.17
O 7.38 4.19 0.59
C 6.62 4.68 -0.50
H 2.82 1.01 2.03
H 2.43 -0.37 0.84
H 1.99 1.27 0.48
H 4.80 -1.03 0.68
H 5.20 0.31 1.83
H 6.12 0.48 -1.04
H 6.91 -0.59 0.17
H 6.49 2.22 0.98
H 7.75 2.08 -1.37
H 8.96 1.37 -0.31
H 9.11 3.85 -0.56
H 9.08 3.30 1.06
H 7.22 5.41 -1.05
H 5.69 5.11 -0.14
H 6.38 3.88 -1.23
C -5.00 0.39 1.96
O -5.27 -0.93 2.34
C -4.35 -1.84 1.80
C -4.78 -3.27 2.02
N -6.07 -3.42 1.38
C -6.69 -4.71 1.57
C -8.05 -4.85 0.93
O -9.01 -4.04 1.54
C -10.27 -4.16 0.95
H -4.90 0.51 0.87
H -4.11 0.74 2.48
H -5.85 0.99 2.26
H -3.36 -1.66 2.24
H -4.28 -1.66 0.71
H -4.73 -3.53 3.09
H -4.05 -3.90 1.49
H -6.67 -2.65 1.63
H -6.74 -4.98 2.64
H -6.07 -5.47 1.09
H -8.34 -5.91 1.01
H -7.90 -4.60 -0.13
H -10.54 -5.21 0.78
H -10.37 -3.69 -0.03
H -11.02 -3.72 1.60
C 3.08 3.33 -3.74
O 2.91 1.91 -3.77
C 3.22 1.34 -2.51
C 2.84 -0.12 -2.54
N 1.35 -0.30 -2.44
C 0.80 -0.20 -3.83
C -0.67 -0.52 -3.89
O -0.93 -1.66 -3.02
C -2.36 -1.88 -2.88
H 2.49 3.75 -2.92
H 2.76 3.70 -4.71
H 4.14 3.58 -3.63
H 2.73 1.91 -1.72
H 4.29 1.51 -2.35
H 3.40 -0.68 -1.78
H 3.22 -0.54 -3.48
H 0.99 0.59 -2.05
H 1.36 -0.84 -4.51
H 0.93 0.79 -4.26
H -1.04 -0.80 -4.87
H -1.26 0.32 -3.51
H -2.84 -2.10 -3.83
H -2.79 -0.99 -2.41
H -2.53 -2.70 -2.19
C 0.14 4.02 2.00
O -0.47 3.81 0.94
N 0.23 3.08 2.99
N 0.69 5.24 2.29
H 0.86 3.14 3.77
H -0.24 2.20 2.87
H 1.18 5.38 3.15
H 0.69 5.94 1.57
C -0.97 -3.39 3.57
O -0.69 -2.28 4.01
N -1.13 -4.50 4.34
N -1.07 -3.58 2.20
H -0.95 -4.44 5.33
H -1.50 -5.38 4.03
H -1.10 -2.77 1.62
H -1.22 -4.48 1.78
C -0.87 3.00 -2.41
O 0.09 2.33 -1.58
H -0.97 4.03 -2.07
H -0.57 2.98 -3.46
H -1.88 2.57 -2.28
H -0.01 2.67 -0.68

Calculated values
- Gap between HOMO and LUMO (alpha / beta): 3.1 / 2.7 eV
- DFT total energy: -80360.5171 eV
- Charge: +2
- LUMO energy (alpha / beta): -0.33493 / -0.34907 Eh
- Spin multiplicity: 3
- Energy above the lowest of the compared OMol25 structures with the same formula, charge and spin: 0.0 kJ/mol
- Molecular weight: 633.71 g/mol

***

Record 2
Computed, not measured: 8 unconnected molecules or ions with the total composition C22H61N10O13 in a non-equilibrium geometry, with the ωB97M-V functional and the def2-TZVPD basis.

Atoms and positions in Å:
N -0.37 -0.79 2.95
O -0.53 -1.02 4.11
O 0.06 -1.62 2.14
O -0.77 0.28 2.54
C -3.96 2.27 -1.65
O -3.71 0.93 -2.11
C -3.52 0.70 -3.54
C -3.87 -0.75 -3.80
N -2.74 -1.49 -4.46
C -2.47 -2.82 -4.01
C -2.09 -2.99 -2.48
O -0.71 -2.85 -2.53
C -0.07 -3.15 -1.34
H -3.04 2.85 -1.72
H -4.35 2.27 -0.63
H -4.68 2.75 -2.31
H -2.51 1.00 -3.81
H -4.28 1.32 -4.02
H -4.67 -0.77 -4.53
H -4.35 -1.20 -2.93
H -1.98 -0.94 -4.06
H -1.63 -3.25 -4.56
H -3.36 -3.43 -4.15
H -2.33 -3.93 -1.99
H -2.50 -2.26 -1.78
H -0.42 -2.52 -0.52
H 0.96 -2.87 -1.58
H 0.08 -4.22 -1.17
C -0.50 0.35 -0.82
O 0.58 1.06 -1.26
C 1.33 0.26 -2.28
C 0.50 0.03 -3.59
N 0.26 1.37 -4.19
C -0.04 1.07 -5.64
C -0.40 2.38 -6.45
O -1.45 3.22 -6.13
C -1.29 4.14 -5.12
H -1.12 0.80 -0.04
H -0.26 -0.59 -0.32
H -1.28 0.18 -1.56
H 1.83 -0.64 -1.92
H 2.23 0.73 -2.66
H -0.48 -0.41 -3.38
H 1.02 -0.68 -4.23
H -0.57 1.82 -3.83
H -0.97 0.51 -5.61
H 0.74 0.47 -6.10
H -0.60 2.11 -7.49
H 0.57 2.88 -6.49
H -0.26 4.50 -5.10
H -1.43 3.62 -4.17
H -2.00 4.96 -5.17
C 3.91 0.75 2.70
O 3.27 1.78 1.92
C 1.90 1.57 1.81
C 1.27 2.82 1.29
N 1.93 3.12 -0.04
C 1.23 4.27 -0.69
C 1.97 4.78 -1.92
O 3.24 5.23 -1.55
C 3.87 5.82 -2.68
H 3.84 -0.11 2.02
H 3.45 0.44 3.63
H 4.98 0.93 2.71
H 1.38 1.34 2.75
H 1.58 0.75 1.17
H 1.50 3.76 1.78
H 0.18 2.82 1.35
H 1.58 2.35 -0.60
H 1.03 5.04 0.06
H 0.23 3.93 -0.99
H 1.33 5.59 -2.27
H 1.86 4.05 -2.73
H 4.84 6.12 -2.29
H 3.45 6.72 -3.13
H 4.03 5.03 -3.42
C 3.57 -1.79 6.07
O 4.72 -1.43 6.32
N 2.52 -1.01 5.91
N 3.01 -2.97 5.87
H 2.65 -0.07 6.24
H 1.76 -1.28 5.29
H 2.04 -3.08 6.15
H 3.57 -3.81 5.98
C -0.31 -4.82 6.51
O 0.20 -4.30 7.47
N -0.77 -4.24 5.43
N -0.43 -6.03 6.36
H -1.00 -4.85 4.66
H -0.85 -3.24 5.34
H 0.06 -6.52 7.10
H -0.62 -6.47 5.47
C -3.59 -1.45 5.91
O -4.42 -1.64 6.76
N -3.43 -2.26 4.91
N -2.58 -0.66 6.11
H -2.74 -2.11 4.18
H -4.05 -3.04 4.79
H -2.02 -0.32 5.34
H -2.48 -0.21 7.00
C 2.82 -2.79 0.80
O 1.58 -3.53 1.16
H 2.95 -3.11 -0.23
H 2.71 -1.71 0.89
H 3.70 -3.03 1.40
H 1.00 -2.84 1.47

Calculated values
- Gap between HOMO and LUMO: 8.4 eV
- DFT total energy: -65314.4015 eV
- Charge: -1
- LUMO energy: 0.08325 Eh
- Energy above the lowest of the compared OMol25 structures with the same formula, charge and spin: 0.0 kJ/mol
- Molecular weight: 673.79 g/mol

***

Record 3
Computed, not measured: 7 unconnected molecules or ions with the total composition C22H61N11O10 in a non-equilibrium geometry, with the ωB97M-V functional and the def2-TZVPD basis.

Atoms and positions in Å:
C -27.18 8.22 -2.56
O -27.45 6.96 -1.90
C -27.86 5.87 -2.72
C -28.17 4.80 -1.71
N -26.98 4.45 -0.89
C -27.28 3.62 0.38
C -27.77 2.28 -0.02
O -28.23 1.56 1.14
C -29.01 0.46 0.76
H -26.63 8.82 -1.86
H -28.07 8.64 -3.02
H -26.52 8.05 -3.42
H -27.12 5.37 -3.41
H -28.77 6.18 -3.24
H -28.65 3.96 -2.20
H -29.03 5.12 -1.13
H -26.74 5.37 -0.59
H -28.12 4.08 1.00
H -26.37 3.62 0.94
H -27.05 1.58 -0.63
H -28.60 2.48 -0.65
H -29.36 0.00 1.68
H -28.53 -0.32 0.14
H -29.94 0.81 0.27
C -22.95 -4.39 -4.60
O -23.80 -3.37 -4.11
C -23.38 -1.99 -4.20
C -24.50 -1.05 -3.69
N -24.44 -1.20 -2.22
C -25.46 -0.65 -1.34
C -24.98 -0.92 0.14
O -25.16 -2.33 0.48
C -24.60 -2.67 1.78
H -22.15 -3.97 -5.16
H -23.59 -5.03 -5.22
H -22.38 -4.92 -3.77
H -22.98 -1.75 -5.24
H -22.51 -1.71 -3.57
H -25.44 -1.25 -4.26
H -24.37 -0.01 -3.93
H -24.29 -2.18 -2.02
H -26.42 -1.21 -1.43
H -25.60 0.34 -1.70
H -25.55 -0.29 0.85
H -23.94 -0.79 0.29
H -24.63 -3.76 1.86
H -25.13 -2.20 2.59
H -23.52 -2.30 1.69
C -23.26 2.46 -1.19
O -22.55 3.44 -0.33
C -21.34 2.87 0.15
C -20.71 3.87 1.12
N -21.41 3.92 2.37
C -20.59 4.43 3.42
C -21.47 4.43 4.78
O -22.50 5.41 4.82
C -22.10 6.57 5.55
H -24.17 2.89 -1.48
H -23.37 1.46 -0.70
H -22.75 2.38 -2.12
H -20.70 2.80 -0.72
H -21.63 1.94 0.72
H -20.61 4.82 0.67
H -19.70 3.47 1.21
H -22.20 4.60 2.25
H -20.12 5.38 3.19
H -19.83 3.72 3.70
H -20.77 4.64 5.61
H -22.00 3.50 4.81
H -21.97 6.35 6.64
H -23.00 7.18 5.43
H -21.16 6.97 5.12
C -28.14 -0.03 -5.01
O -27.37 0.44 -5.79
N -28.19 0.42 -3.74
N -28.95 -1.10 -5.43
H -27.57 1.14 -3.38
H -28.57 -0.17 -3.02
H -29.36 -1.73 -4.80
H -28.57 -1.44 -6.34
C -23.14 6.28 -2.37
O -23.86 6.84 -3.14
N -21.90 5.88 -2.56
N -23.61 6.05 -1.09
H -21.58 5.85 -3.52
H -21.36 5.50 -1.81
H -23.26 5.26 -0.51
H -24.51 6.48 -0.92
C -27.64 -3.68 -2.34
O -28.63 -3.68 -2.98
N -27.58 -3.53 -0.92
N -26.37 -3.68 -2.77
H -26.73 -3.16 -0.45
H -28.42 -3.11 -0.66
H -26.13 -3.91 -3.72
H -25.71 -4.07 -2.05
C -25.84 3.06 -3.59
O -26.06 2.24 -2.68
N -24.99 4.12 -3.40
N -26.48 2.89 -4.83
H -24.95 4.56 -2.52
H -24.98 4.89 -4.11
H -26.71 1.93 -5.11
H -26.21 3.50 -5.54

Calculated values
- Gap between HOMO and LUMO: 9.1 eV
- DFT total energy: -60667.7453 eV
- Charge: 0
- LUMO energy: 0.02345 Eh
- Energy above the lowest of the compared OMol25 structures with the same formula, charge and spin: 274.5 kJ/mol
- Molecular weight: 639.80 g/mol

***

Record 4
Computed, not measured: 12 unconnected molecules or ions with the total composition C22H61O18P, with the ωB97M-V functional and the def2-TZVPD basis.

Atoms and positions in Å:
C 1.00 0.36 2.31
C 1.03 0.05 0.83
O 1.62 -1.24 0.57
P 0.91 -2.27 -0.42
O 1.90 -3.31 -0.79
C 0.27 -1.42 -1.87
C 1.21 -0.35 -2.44
C 2.61 -0.88 -2.82
C 3.72 0.03 -2.43
C 3.79 1.35 -2.28
O 2.84 2.30 -2.44
C 5.17 1.73 -1.81
O 5.55 2.77 -1.39
O 5.93 0.60 -1.89
C 5.08 -0.49 -2.11
O 5.48 -1.60 -2.03
O -0.41 -2.82 0.27
C -0.28 -3.42 1.60
C 0.01 -4.90 1.49
H 1.96 0.16 2.80
H 0.81 1.43 2.41
H 0.16 -0.15 2.78
H 0.02 0.15 0.41
H 1.65 0.79 0.32
H 0.11 -2.20 -2.61
H -0.69 -0.96 -1.63
H 1.28 0.50 -1.76
H 0.73 0.04 -3.34
H 2.67 -1.06 -3.90
H 2.81 -1.85 -2.35
H 2.66 2.45 -3.38
H -1.24 -3.27 2.09
H 0.46 -2.90 2.20
H 1.05 -5.08 1.26
H -0.64 -5.38 0.76
H -0.21 -5.35 2.46
C -1.43 1.25 5.05
O -1.66 1.86 3.79
H -0.78 0.39 4.89
H -0.94 1.94 5.74
H -2.37 0.90 5.49
H -2.23 2.62 3.94
C 5.05 -4.77 0.53
O 3.67 -4.83 0.82
H 5.57 -5.42 1.23
H 5.26 -5.10 -0.49
H 5.44 -3.75 0.65
H 3.20 -4.25 0.20
C -1.58 -3.86 5.59
O -0.71 -3.94 4.46
H -2.48 -3.35 5.26
H -1.84 -4.85 5.96
H -1.12 -3.28 6.39
H 0.10 -4.39 4.72
C 3.08 -5.66 4.94
O 1.66 -5.80 5.02
H 3.39 -5.02 5.77
H 3.58 -6.62 5.03
H 3.37 -5.18 4.00
H 1.39 -6.35 4.28
C -3.93 0.27 -1.51
O -2.51 0.49 -1.62
H -4.07 -0.75 -1.18
H -4.37 0.95 -0.78
H -4.42 0.40 -2.48
H -2.38 1.39 -1.91
C -5.49 4.20 -0.11
O -5.59 2.87 0.37
H -4.43 4.44 -0.17
H -5.93 4.30 -1.11
H -5.97 4.91 0.56
H -6.53 2.64 0.43
C 0.53 4.53 1.49
O 1.50 4.28 2.50
H -0.44 4.23 1.88
H 0.50 5.59 1.22
H 0.75 3.94 0.59
H 2.36 4.54 2.14
C -7.00 1.40 -4.46
O -6.16 0.28 -4.18
H -6.73 2.19 -3.78
H -6.86 1.75 -5.49
H -8.05 1.14 -4.31
H -6.40 -0.43 -4.79
C 8.10 0.06 -4.34
O 9.11 0.10 -5.35
H 7.17 0.38 -4.81
H 7.97 -0.95 -3.95
H 8.33 0.74 -3.52
H 9.94 -0.19 -4.95
C -6.83 3.23 -8.27
O -5.87 3.06 -7.23
H -7.81 3.02 -7.85
H -6.82 4.25 -8.66
H -6.65 2.53 -9.10
H -5.00 3.24 -7.60
C -1.05 5.59 4.79
O -2.47 5.40 4.75
H -0.63 4.78 5.39
H -0.62 5.54 3.79
H -0.80 6.54 5.25
H -2.84 6.11 4.22

Calculated values
- Gap between HOMO and LUMO: 8.8 eV
- DFT total energy: -69944.7413 eV
- Charge: 0
- LUMO energy: -0.01474 Eh
- Molecular weight: 644.69 g/mol

***

What is the DFT total energy in the second record?
-65314.4015 eV